(1)
Here is C26H43N3P2Ru as an isolated structure in a non-equilibrium geometry from the Open Molecules 2025 dataset. Energies are from ωB97M-V/def2-TZVPD.

Last column: Löwdin spin population.
Positions of all 75 atoms, in Å:
Ru  0.11353  -0.23730  1.22353  1.8903
C  -0.73112  -1.86783  2.63213  0.2667
C  0.65300  -2.00284  2.18034  0.1279
C  0.59237  -0.67835  4.09702  0.1202
C  -0.71371  -1.09995  3.84399  0.2663
C  1.45127  -1.17604  3.07841  0.2076
C  -1.87783  -2.69734  2.19123  0.0595
H  -1.66683  -3.17417  1.23087  0.0011
H  -2.77885  -2.07547  2.08867  0.0109
H  -2.10608  -3.49063  2.92231  0.0241
C  -1.86628  -0.95584  4.76522  0.0401
H  -2.81457  -1.11384  4.23974  0.0021
H  -1.90623  0.03679  5.23504  0.0064
H  -1.81570  -1.69460  5.58003  0.0180
C  1.05694  0.03752  5.31394  0.0109
H  1.25678  -0.66838  6.13576  0.0059
H  0.31634  0.76320  5.67911  0.0010
H  1.98933  0.58369  5.12052  0.0010
C  2.93211  -1.14580  3.13649  0.0342
H  3.31189  -1.78772  3.94924  0.0131
H  3.29546  -0.12759  3.32912  0.0083
H  3.36477  -1.50520  2.19893  0.0003
C  1.18860  -3.07795  1.30858  0.0432
H  1.55214  -3.92516  1.90869  0.0086
H  2.02624  -2.69129  0.71442  0.0061
H  0.40803  -3.44032  0.63408  0.0020
C  -1.82071  0.70339  -4.08960  0.0015
C  -1.83356  -0.61772  -4.32746  0.0004
C  -0.99604  -1.31141  -5.35714  0.0000
C  0.42504  -0.71059  -5.58967  0.0001
C  1.14536  -0.17447  -4.38432  0.0004
C  1.15541  1.12012  -4.04240  0.0004
C  0.24937  2.17841  -4.60935  0.0004
C  -1.16802  1.68149  -5.01914  0.0002
H  -1.49173  -1.32066  -6.34465  -0.0001
H  0.35411  0.05836  -6.37292  0.0000
H  -0.89580  -2.36666  -5.05728  0.0000
H  -1.11842  1.25891  -6.03406  0.0000
H  -2.44328  1.14049  -3.29664  0.0002
H  -2.58018  -1.26479  -3.84768  0.0003
H  -1.81690  2.56982  -5.09377  0.0000
H  0.14791  2.97102  -3.84983  0.0001
H  1.89875  1.49702  -3.32330  0.0002
H  0.67956  2.65839  -5.50681  0.0000
H  1.03450  -1.52235  -6.01639  0.0000
H  1.79629  -0.89606  -3.86699  0.0000
P  -1.24140  -0.00427  -0.51232  0.0787
P  1.68324  1.21516  0.49609  0.1094
C  -0.40118  1.35589  -1.43303  0.0148
C  0.68649  2.16882  -0.72686  0.0221
H  -1.16849  2.03160  -1.83067  0.0009
H  0.01439  0.81890  -2.29076  0.0004
H  1.38918  2.59533  -1.45372  0.0025
H  0.23918  3.00694  -0.17806  0.0001
C  2.36938  2.35747  1.72256  0.0003
H  2.84232  1.80093  2.54099  0.0006
H  1.58091  2.98311  2.15613  -0.0001
H  3.11803  3.00575  1.24892  0.0004
C  3.08001  0.37410  -0.30067  0.0439
H  3.52894  1.01818  -1.06851  0.0073
H  2.73405  -0.56202  -0.75839  0.0052
H  3.83236  0.12762  0.46302  0.0000
C  -2.95125  0.41010  -0.15655  0.0074
H  -3.40636  -0.42550  0.39479  -0.0002
H  -3.50300  0.59018  -1.08915  0.0011
H  -2.98847  1.30415  0.48275  -0.0001
C  -1.08907  -1.58262  -1.36647  0.0431
H  -0.09319  -2.02193  -1.21931  0.0083
H  -1.25143  -1.45313  -2.43658  0.0064
H  -1.84119  -2.27017  -0.96385  0.0000
N  -0.81552  1.36832  1.97160  0.1945
C  -1.15579  1.99905  2.92508  0.0561
N  -1.60908  2.92934  3.64617  0.1277
C  -1.70115  3.08393  4.94413  0.0050
N  -1.83518  3.33447  6.08469  0.0843

Calculated values
Lowest unoccupied orbital energy (spin up / spin down) in Ha: -0.251 / -0.349
HOMO energy (spin up / spin down) in Eh: -0.4977 / -0.5159
Orbital gap (spin up / spin down) in Eh: 0.24677 / 0.16682
Multiplicity: 5
Charge: +2

---

(2)
Here is C26H44Cl2O2P2Tc as an isolated structure in a non-equilibrium geometry from the Open Molecules 2025 dataset. Energies are from ωB97M-V/def2-TZVPD.

Last column: Löwdin spin population.
Positions of all 77 atoms, in Å:
Tc  0.17557  -0.29809  0.66612  2.5127
C  -0.72307  -2.01722  2.13361  -0.0004
C  0.66111  -2.13663  1.67665  0.0405
C  0.57417  -0.72052  3.58822  0.0903
C  -0.74303  -1.18487  3.32471  0.0447
C  1.44616  -1.24431  2.55686  -0.0381
C  -1.83513  -2.89787  1.77022  0.0012
H  -1.60320  -3.54429  0.92655  0.0001
H  -2.75433  -2.34904  1.53183  -0.0001
H  -2.06553  -3.55231  2.62278  0.0000
C  -1.93693  -0.84472  4.10557  0.0060
H  -2.85407  -1.03240  3.52085  0.0003
H  -1.93157  0.23306  4.35119  0.0008
H  -2.03977  -1.39820  5.06208  0.0028
C  0.96918  0.20149  4.66586  0.0160
H  1.15172  -0.30082  5.63697  0.0065
H  0.18914  0.97078  4.80896  0.0025
H  1.89936  0.72010  4.38186  0.0010
C  2.92381  -1.26254  2.65196  -0.0055
H  3.24553  -1.93954  3.46715  -0.0034
H  3.32531  -0.25808  2.87648  -0.0009
H  3.38789  -1.63325  1.72376  0.0001
C  1.24847  -3.29098  0.95452  0.0179
H  1.75732  -3.98132  1.64238  0.0023
H  2.00721  -2.96317  0.23448  0.0028
H  0.48886  -3.86311  0.42125  0.0001
C  -1.77967  0.84971  -3.36332  -0.0141
C  -1.84361  -0.52100  -3.29661  -0.0005
C  -1.17015  -1.30786  -4.37319  0.0012
C  0.37632  -1.00883  -4.43913  0.0004
C  1.01922  -0.43561  -3.20347  0.0021
C  1.26054  0.87877  -3.10781  0.0026
C  0.56261  1.89927  -3.96180  -0.0012
C  -0.95037  1.58976  -4.35255  -0.0023
H  -1.59367  -1.12528  -5.39242  0.0000
H  0.54834  -0.37469  -5.32211  0.0001
H  -1.32440  -2.39186  -4.21741  0.0005
H  -0.92964  1.12218  -5.34290  -0.0005
H  -2.45591  1.43724  -2.76287  0.0000
H  -2.65968  -1.03993  -2.81242  -0.0001
H  -1.43314  2.57223  -4.53828  -0.0002
H  0.56208  2.86710  -3.45234  0.0001
H  2.11941  1.24839  -2.54671  0.0001
H  1.11450  2.08601  -4.90381  -0.0001
H  0.87837  -1.95232  -4.71160  0.0000
H  1.56588  -1.17623  -2.60645  0.0003
P  -1.38540  -0.34050  -0.92534  0.0097
P  1.91627  1.22238  0.27554  0.0150
C  -0.64945  1.53409  -0.99168  0.0420
C  0.63460  2.27369  -0.53506  0.0088
H  -1.52231  2.19311  -0.92578  0.0050
H  -0.51459  1.38601  -2.05948  -0.0005
H  1.15209  2.70853  -1.39298  0.0004
H  0.33580  3.10106  0.12063  0.0004
C  2.73949  2.26148  1.46814  -0.0018
H  3.13279  1.63738  2.28193  -0.0002
H  2.01121  2.98079  1.86818  0.0002
H  3.55527  2.76177  0.92568  -0.0010
C  3.18497  0.34996  -0.69522  0.0246
H  3.69030  1.09031  -1.33018  0.0024
H  2.73134  -0.44703  -1.30651  0.0042
H  3.88599  -0.10712  0.02794  0.0003
C  -3.15559  -0.23860  -0.63579  0.0016
H  -3.47420  -1.15568  -0.11805  -0.0001
H  -3.67579  -0.14006  -1.58662  -0.0018
H  -3.37726  0.63943  -0.00423  0.0001
C  -0.63208  -1.97378  -1.35041  0.0726
H  0.43248  -2.05282  -1.06964  0.0209
H  -0.63575  -2.11366  -2.42121  0.0072
H  -1.18787  -2.79216  -0.87696  0.0018
Cl  -1.64252  2.71790  4.66902  0.0005
C  -1.48816  3.41222  3.01750  0.0048
Cl  0.05131  4.35808  2.90663  0.0002
C  -1.52846  2.26689  1.98052  0.0081
O  -2.61185  2.16950  1.34932  0.0012
O  -0.47249  1.56843  1.89685  0.0847
H  -2.33138  4.09925  2.84164  0.0005

Calculated values
Lowest unoccupied orbital energy (spin up / spin down) in Ha: -0.259 / -0.270
HOMO energy (spin up / spin down) in Eh: -0.5005 / -0.5225
Orbital gap (spin up / spin down) in Eh: 0.24158 / 0.25294
Multiplicity: 4
Charge: +2

---

(3)
Here is C26H44InN7O2P as an isolated structure from the Open Molecules 2025 dataset. Energies are from ωB97M-V/def2-TZVPD.

Last column: Löwdin charge in e.
Positions of all 81 atoms, in Å:
In  -1.15978  -1.37585  -0.18738  0.9985
N  -5.35088  0.31046  0.00222  0.1025
C  -4.07332  0.64734  -0.12020  -0.0797
N  -3.34066  -0.46253  -0.14023  0.0631
C  -4.27790  -1.45415  -0.02156  -0.2993
N  -5.50255  -1.01988  0.07100  0.1937
C  -3.88808  -2.84871  0.12159  -0.1569
C  -4.80162  -3.89032  0.29096  0.0097
N  -4.39012  -5.12791  0.50246  0.1614
C  -3.08304  -5.35988  0.56950  -0.0335
C  -2.16010  -4.34142  0.39089  -0.0590
N  -2.57601  -3.09089  0.15316  0.0379
H  -6.16335  0.91478  0.04363  0.1979
H  -3.72242  1.66214  -0.19734  0.1321
H  -5.86690  -3.69671  0.25163  0.1472
H  -2.76117  -6.37431  0.76957  0.1395
H  -1.09419  -4.51853  0.46090  0.1101
C  2.96227  -4.80314  0.53321  0.0460
O  2.05377  -3.80261  1.08524  0.0714
C  1.11995  -3.25512  0.38913  -0.5597
O  0.38021  -2.40544  0.93245  -0.0359
N  0.93923  -3.61284  -0.90966  0.0726
N  -0.07111  -2.99531  -1.67669  0.0536
H  3.62491  -5.05579  1.35216  0.1220
H  3.53672  -4.37173  -0.28576  0.0990
H  2.40166  -5.68571  0.22810  0.1148
H  1.54548  -4.28232  -1.36276  0.1672
H  -0.69791  -3.70823  -2.05248  0.1341
H  0.36169  -2.52789  -2.47322  0.1141
C  -0.40351  4.52097  -2.35974  -0.1704
C  -1.39639  4.22798  -1.22036  -0.1586
C  -1.37878  2.74117  -0.82360  -0.2188
C  0.05709  2.22669  -0.92351  -0.4154
C  0.48424  2.16464  -2.40674  -0.1839
C  -0.19689  3.27999  -3.22120  -0.1704
P  0.43677  0.68143  -0.03271  1.0929
C  2.16355  0.15410  -0.37578  -0.4056
C  3.20361  1.27200  -0.10263  -0.1651
C  4.52941  0.95719  -0.81777  -0.1632
C  4.78241  -0.54623  -0.83770  -0.1718
C  3.74575  -1.24046  -1.73823  -0.1631
C  2.41168  -0.47563  -1.74953  -0.2010
C  0.34864  0.85517  1.79586  -0.4055
C  0.89746  2.18706  2.37168  -0.1640
C  -0.21456  3.14121  2.79905  -0.1664
C  -1.13356  2.51785  3.86675  -0.1596
C  -1.15821  0.98398  3.79639  -0.1642
C  -1.05526  0.53377  2.34120  -0.2391
H  0.55935  4.84275  -1.95314  0.1228
H  -0.76532  5.35042  -2.96412  0.1254
H  -2.40964  4.50004  -1.51903  0.1224
H  -1.15520  4.83683  -0.34688  0.1185
H  -1.99280  2.16349  -1.52325  0.1079
H  -1.79173  2.62191  0.17959  0.0794
H  0.70268  2.94301  -0.39751  0.1221
H  0.23528  1.18839  -2.83980  0.1092
H  1.56745  2.27845  -2.47351  0.1117
H  -1.16083  2.93646  -3.60466  0.1200
H  0.41446  3.50469  -4.09386  0.1263
H  2.31003  -0.62663  0.38294  0.1080
H  3.37777  1.33565  0.97233  0.1208
H  2.84172  2.24982  -0.42716  0.1077
H  5.33498  1.48411  -0.30885  0.1295
H  4.51162  1.33925  -1.84138  0.1261
H  4.72762  -0.93230  0.18508  0.1189
H  5.78729  -0.76732  -1.19255  0.1258
H  3.59218  -2.27276  -1.40440  0.0849
H  4.12096  -1.30064  -2.76039  0.1267
H  1.58767  -1.13866  -2.02831  0.0643
H  2.43493  0.29893  -2.51458  0.1083
H  1.00831  0.04297  2.12096  0.1184
H  1.57324  2.67931  1.67198  0.0967
H  1.50500  1.93668  3.24344  0.1361
H  -0.79569  3.44587  1.92479  0.0927
H  0.23585  4.05628  3.18133  0.1283
H  -2.14670  2.90385  3.74039  0.1181
H  -0.81645  2.82171  4.86352  0.1241
H  -2.06530  0.59606  4.25873  0.1240
H  -0.32027  0.55551  4.35208  0.1293
H  -1.83510  1.03138  1.75638  0.0853
H  -1.24157  -0.55588  2.27786  0.0890

Calculated values
Lowest unoccupied orbital energy in Ha: -0.349
HOMO energy in Eh: -0.6654
ΔE to the lowest compared entry with this formula, charge and spin in kJ/mol: 61.2
Orbital gap in Eh: 0.31635
Multiplicity: 1
Charge: +3

---

Electronic energy (Eh)
-1957.6436, -2850.6983, -2081.4961